# 1
Below is the molecule C5H7OP, with properties calculated with ωB97M-V/def2-TZVPD.

Output
* orbital gap (alpha / beta): 7.233 / 7.144 eV
* E_HOMO (alpha / beta): -0.2934 / -0.2900 hartree
* lowest unoccupied orbital energy (alpha / beta): -0.8 / -0.7 eV

Geometry as ORCA input:
```
! RIJCOSX wB97M-V def2-TZVPD def2/J DEFGRID3
* xyz 0 1
H 1.366 -1.321 2.455
H 1.647 -0.486 -2.332
C 0.711 -0.246 0.500
C -0.001 -0.214 1.723
C -1.242 0.275 1.789
P 0.027 0.619 -0.771
C -1.701 0.598 -0.549
H -1.940 0.610 2.608
H -2.175 1.602 -0.447
C 0.670 -0.008 -2.385
H 1.629 -0.696 0.447
O 0.619 -0.763 2.887
H -0.150 -0.629 -2.706
H 0.539 0.659 -3.220
*
```

***

# 2
Below is the molecule C5H7OP, with properties calculated with ωB97M-V/def2-TZVPD.

Output
* orbital gap: 8.988 eV
* E_HOMO: -0.3112 hartree
* lowest unoccupied orbital energy: 0.5 eV

Geometry as ORCA input:
```
! RIJCOSX wB97M-V def2-TZVPD def2/J DEFGRID3
* xyz 0 1
H -2.652 -1.866 0.203
H -0.673 2.073 -0.580
C 1.775 0.427 -0.015
O 2.480 -0.867 0.007
H 2.123 1.241 -0.729
C 0.332 0.171 -0.114
H -3.006 0.906 -0.195
C -0.790 0.986 -0.216
H 2.238 0.941 0.858
H 2.671 -1.244 -0.796
P -0.181 -1.585 -0.134
H -0.045 -1.884 1.368
C -1.936 -1.053 0.112
C -2.044 0.284 -0.057
*
```

***

# 3
Below is the molecule C5H7P, with properties calculated with ωB97M-V/def2-TZVPD.

Output
* orbital gap: 8.818 eV
* E_HOMO: -0.3139 hartree
* lowest unoccupied orbital energy: 0.3 eV

Geometry as ORCA input:
```
! RIJCOSX wB97M-V def2-TZVPD def2/J DEFGRID3
* xyz 0 1
C 1.938 1.004 0.973
H -1.178 0.918 -1.011
H 1.554 -1.440 -1.629
C 0.642 0.653 0.982
H -1.930 -0.213 0.108
H 2.462 1.748 1.583
H 0.288 -1.390 0.718
P 2.860 0.152 -0.427
H -1.475 -0.762 -1.566
C 0.149 -0.458 0.147
H -0.030 1.043 1.731
C 1.364 -0.676 -0.816
C -1.133 -0.144 -0.654
*
```

***

# 4
Below is the molecule C5H7P, with properties calculated with ωB97M-V/def2-TZVPD.

Output
* orbital gap: 7.754 eV
* E_HOMO: -0.2725 hartree
* lowest unoccupied orbital energy: 0.3 eV

Geometry as ORCA input:
```
! RIJCOSX wB97M-V def2-TZVPD def2/J DEFGRID3
* xyz 0 1
H -2.240 -0.469 -1.259
H -2.273 -1.662 -0.227
H -0.219 1.898 1.383
H 1.015 -0.718 1.517
C -2.271 -0.616 -0.201
H 3.777 0.341 -1.530
P 3.372 -0.273 -0.352
C -1.194 0.131 0.352
C -0.414 0.971 0.854
C 1.666 0.087 -0.353
H 1.338 0.713 -1.120
H -3.223 -0.325 0.279
C 0.666 -0.079 0.655
*
```

***

# 5
Below is the molecule C5H7P, with properties calculated with ωB97M-V/def2-TZVPD.

Output
* orbital gap (alpha / beta): 7.696 / 7.203 eV
* E_HOMO (alpha / beta): -0.2949 / -0.2719 hartree
* lowest unoccupied orbital energy (alpha / beta): -0.3 / -0.2 eV

Geometry as ORCA input:
```
! RIJCOSX wB97M-V def2-TZVPD def2/J DEFGRID3
* xyz 0 1
H -1.183 -2.159 -0.053
P 3.102 0.356 -0.030
C -0.656 -1.191 -0.138
H 2.732 1.409 1.032
H -0.501 1.848 -1.231
H 0.871 -2.373 0.112
H -1.942 -0.039 0.940
C 0.660 -1.396 -0.084
C 1.642 -0.430 -0.003
C -1.357 0.172 -0.046
C -0.607 1.429 -0.261
H -0.601 2.075 0.696
H -2.159 0.299 -0.933
*
```

***

# 6
Below is the molecule C5H7P, with properties calculated with ωB97M-V/def2-TZVPD.

Output
* orbital gap (alpha / beta): 6.900 / 7.786 eV
* E_HOMO (alpha / beta): -0.2125 / -0.3541 hartree
* lowest unoccupied orbital energy (alpha / beta): 1.1 / -1.8 eV

Geometry as ORCA input:
```
! RIJCOSX wB97M-V def2-TZVPD def2/J DEFGRID3
* xyz 0 3
H 1.631 -2.370 0.125
C -0.843 1.369 -0.020
H 1.296 1.418 0.026
C 0.424 -0.593 0.066
H -2.762 0.828 0.644
C 0.386 0.840 0.024
H 2.280 -1.059 -0.874
C 1.744 -1.290 0.050
H -2.407 0.331 -1.008
H -1.054 2.427 -0.028
C -1.955 0.394 -0.008
H 2.361 -0.939 0.881
P -1.100 -1.356 0.122
*
```

***

# 7
Below is the molecule C5H7PS, with properties calculated with ωB97M-V/def2-TZVPD.

Output
* orbital gap: 8.531 eV
* E_HOMO: -0.3081 hartree
* lowest unoccupied orbital energy: 0.1 eV

Geometry as ORCA input:
```
! RIJCOSX wB97M-V def2-TZVPD def2/J DEFGRID3
* xyz 0 1
S -0.254 -1.541 -2.356
C 1.299 0.391 -0.522
P -0.078 -0.839 -0.569
H -1.282 2.551 0.132
H -0.922 -1.708 1.760
H 0.305 -2.796 0.919
H 2.322 0.237 -0.663
C 0.719 1.621 -0.390
H 1.362 2.449 -0.225
H 0.903 -1.206 1.505
C -0.722 1.657 -0.026
C 0.043 -1.755 1.064
C -1.344 0.538 -0.260
H -2.352 0.402 -0.368
*
```

***

# 8
Below is the molecule C5H7PS, with properties calculated with ωB97M-V/def2-TZVPD.

Output
* orbital gap: 6.817 eV
* E_HOMO: -0.3121 hartree
* lowest unoccupied orbital energy: -1.7 eV

Geometry as ORCA input:
```
! RIJCOSX wB97M-V def2-TZVPD def2/J DEFGRID3
* xyz 0 1
C -1.083 -0.877 -0.048
H -0.541 -1.796 0.124
H -1.750 1.641 0.008
C -0.760 1.539 0.092
C -0.259 0.216 0.038
H -2.981 -2.030 -0.448
H 1.351 -0.870 1.062
C -2.505 -0.956 -0.350
S -3.670 0.109 0.116
H 1.390 -0.844 -0.622
H 1.813 0.661 0.254
H 1.338 3.063 -0.186
P -0.103 3.134 -0.027
C 1.241 -0.232 0.185
*
```

***

# 9
Below is the molecule C5H8, with properties calculated with ωB97M-V/def2-TZVPD.

Output
* orbital gap: 9.616 eV
* E_HOMO: -0.3147 hartree
* lowest unoccupied orbital energy: 1.1 eV

Geometry as ORCA input:
```
! RIJCOSX wB97M-V def2-TZVPD def2/J DEFGRID3
* xyz 0 1
C 1.216 -0.261 0.100
H -0.098 -2.055 0.376
H 1.141 2.140 0.044
H 1.517 -0.572 -0.922
C -0.073 -0.971 0.549
H 2.033 -0.500 0.791
H -1.912 -0.799 -0.773
C 0.696 1.153 -0.143
H -0.092 -0.827 1.641
H -0.817 1.725 -1.427
C -0.492 0.989 -0.743
C -1.233 -0.199 -0.151
H -1.887 0.177 0.657
*
```

***

# 10
Below is the molecule C5H8, with properties calculated with ωB97M-V/def2-TZVPD.

Output
* orbital gap: 9.805 eV
* E_HOMO: -0.3185 hartree
* lowest unoccupied orbital energy: 1.1 eV

Geometry as ORCA input:
```
! RIJCOSX wB97M-V def2-TZVPD def2/J DEFGRID3
* xyz 0 1
C 1.144 0.738 0.003
C 1.935 -0.544 0.003
H 1.690 1.685 0.056
H -0.724 -1.334 -0.121
H 2.998 -0.346 0.076
H -2.922 0.878 0.020
H 1.681 -1.160 0.885
C -1.137 -0.306 -0.059
H -3.146 -0.967 0.066
C -2.460 -0.113 0.035
H 1.779 -1.137 -0.904
H -0.659 1.800 0.003
C -0.178 0.807 -0.064
*
```

***

# 11
Below is a cluster of 2 separate species, C5H8 in total, with properties calculated with ωB97M-V/def2-TZVPD.

Output
* orbital gap: 9.358 eV
* E_HOMO: -0.3126 hartree
* lowest unoccupied orbital energy: 0.9 eV

Geometry as ORCA input:
```
! RIJCOSX wB97M-V def2-TZVPD def2/J DEFGRID3
* xyz 0 1
C 0.691 0.518 -1.099
H -1.609 -1.539 1.090
C 1.496 1.082 0.369
H -1.654 -0.909 -0.681
H -2.604 -0.212 0.845
C 1.255 1.752 -0.869
H 2.546 -0.324 -0.651
C -2.188 -1.094 0.348
H 1.204 -1.182 0.322
C 1.547 -0.229 -0.264
H 1.030 1.180 1.336
H -3.029 -1.785 0.309
H 1.316 2.742 -1.056
*
```

***

# 12
Below is the molecule C5H8, with properties calculated with ωB97M-V/def2-TZVPD.

Output
* orbital gap: 10.914 eV
* E_HOMO: -0.3607 hartree
* lowest unoccupied orbital energy: 1.1 eV

Geometry as ORCA input:
```
! RIJCOSX wB97M-V def2-TZVPD def2/J DEFGRID3
* xyz 0 1
C -0.707 1.382 -2.007
C -0.452 0.294 1.406
H 0.122 -0.573 1.974
H -0.970 2.046 -2.777
H 1.769 0.010 -0.130
H 0.223 1.125 1.412
C -0.571 0.607 -1.082
H 1.222 -1.368 -1.015
H -1.527 0.380 1.810
C 1.066 -0.811 -0.125
C -0.338 -0.323 -0.008
H -1.150 -1.130 -0.059
H 1.314 -1.639 0.603
*
```

***

Quick rundown of DFT total energy, same order as above: -16627.5349; -16632.1360; -14585.0076; -14582.1163; -14580.9415; -14583.6226; -25421.1756; -25418.9714; -5312.9743; -5313.4541; -5309.1972; -5312.1703 eV
Quick rundown of strongest force on any atom, same order as above: 3.6; 4.1; 4.5; 3.3; 3.9; 5.2; 3.6; 5.3; 1.5; 1.3; 6.1; 3.3 eV/Å